No. 1
Molecular formula: C13H31CrN6OS4SbSi2
Method: DFT, wB97M-V/def2-TZVPD

```
59
Properties=species:S:1:pos:R:3:forces:R:3:nbo_charge:R:1
Sb -0.94142 1.60273 2.89675 0.001 0.067 -0.036 0.85
Cr 0.13726 -0.25725 0.94066 -0.303 -0.863 0.148 0.66
S -0.16322 -2.55533 -0.70939 -0.058 0.046 0.268 -0.19
S 1.31931 1.30926 2.22773 -0.125 0.025 0.055 -0.71
S -0.85023 1.26237 -0.43879 0.118 0.148 -0.281 -0.23
S -1.52297 -0.04471 4.38341 0.026 -0.043 0.044 -0.90
Si -0.97115 0.37349 -3.29430 -0.074 0.001 0.033 1.74
Si -3.68454 0.86663 -1.62192 0.027 -0.062 -0.019 1.70
O 0.71533 -1.80319 2.44938 0.043 -0.048 -0.076 -0.63
N 2.10533 -1.14397 0.85554 -0.179 0.081 0.136 -0.60
N -2.11667 -2.63502 1.10151 0.157 0.035 -0.136 -0.43
N -1.65554 -4.59571 0.07452 0.093 -0.016 -0.079 -0.78
N -1.85987 -1.31043 1.43728 0.250 0.417 0.133 -0.69
N 3.47070 -0.39409 -0.78240 0.281 0.117 -0.403 -0.73
N 2.92373 -2.36052 2.70516 -0.623 -0.103 0.336 -0.39
C 4.39906 -1.75204 0.97600 0.241 0.177 -0.437 -0.36
C 3.30558 -1.09387 0.33126 0.303 -0.035 0.166 0.49
C -1.00624 2.05803 -4.10079 0.091 0.204 -0.149 -1.13
C -4.31080 1.11952 0.12632 -0.104 -0.048 0.254 -1.14
C -1.88148 0.33803 -1.64652 0.011 -0.082 -0.093 -1.33
C -4.69078 -0.52459 -2.38525 -0.165 -0.142 -0.191 -1.12
C 4.15622 -2.33623 2.15839 0.264 -0.222 0.293 0.12
C -1.75017 -0.88691 -4.44333 -0.082 -0.146 -0.181 -1.13
C -3.99533 2.44332 -2.57125 -0.075 0.216 -0.060 -1.13
C -1.36418 -3.28461 0.20557 -0.039 -0.140 -0.034 0.31
C 0.82825 -0.11651 -3.03030 0.105 -0.013 -0.165 -1.12
C 2.63976 -2.91976 4.03308 0.027 0.092 -0.170 -0.40
C 1.87260 -1.78670 2.02184 0.144 -0.028 0.012 0.78
H -5.75604 -0.41535 -2.13719 0.202 -0.021 -0.061 0.24
H -0.18741 2.12364 -4.83085 -0.155 0.019 0.106 0.23
H -3.35558 3.25729 -2.21042 -0.078 -0.096 -0.058 0.25
H -1.94467 2.24471 -4.63198 0.166 -0.005 0.056 0.23
H -1.19951 -5.09533 -0.66551 0.017 -0.057 -0.031 0.42
H 2.20337 -2.14848 4.66289 -0.007 0.047 -0.001 0.25
H 1.15448 -0.85231 -3.77679 -0.017 0.138 0.126 0.24
H -2.78748 -0.62486 -4.68689 0.205 -0.072 0.017 0.23
H -4.73602 0.20203 0.55927 0.109 0.132 -0.070 0.23
H 4.93578 -2.81431 2.73670 -0.013 0.012 -0.018 0.22
H 2.67652 0.04730 -1.21492 -0.088 0.082 -0.047 0.43
H -1.19177 -0.95370 -5.38764 -0.105 0.000 0.175 0.24
H -1.74936 -1.88229 -3.97688 -0.013 0.170 -0.106 0.24
H -5.03988 2.74892 -2.42855 0.149 -0.019 -0.042 0.24
H -4.60231 -0.54594 -3.48032 -0.054 -0.025 0.273 0.23
H 1.48506 0.75851 -3.08242 -0.069 -0.056 -0.016 0.23
H -1.76179 -1.21190 2.45934 -0.008 0.008 0.266 0.44
H -1.89136 -0.72945 -1.39301 0.020 0.064 0.119 0.26
H -3.82180 2.32383 -3.64517 -0.063 0.027 0.160 0.23
H 3.56924 -3.27988 4.46500 0.021 0.012 -0.014 0.21
H 4.35598 -0.37665 -1.25431 -0.022 0.052 0.020 0.41
H -0.86285 2.85719 -3.36387 -0.006 -0.120 -0.095 0.25
H -2.46652 -5.00696 0.50426 -0.003 0.010 -0.020 0.39
H 5.39540 -1.73813 0.55788 -0.076 0.010 0.012 0.24
H 1.92775 -3.73586 3.94965 -0.022 -0.044 -0.040 0.22
H 0.91954 -0.55679 -2.04037 0.044 -0.090 0.030 0.21
H -4.35499 -1.49980 -2.00518 -0.082 0.152 -0.065 0.23
H -2.63763 -0.73335 1.15627 -0.322 0.239 -0.135 0.39
H -3.53207 1.49680 0.79711 -0.057 -0.007 -0.063 0.25
H -5.11656 1.86342 0.11411 0.072 -0.115 0.037 0.25
H -2.73306 -3.14907 1.70720 -0.099 -0.082 0.117 0.39
```
Positions in Å, forces in eV/Å.

Calculated values
HOMO energy (spin up / spin down): -6.66 / -6.11 eV
orbital gap (spin up / spin down): 0.241 / 0.225 Eh
electronic energy: -4374.3498 Ha
multiplicity: 3
lowest unoccupied orbital energy (spin up / spin down): -0.1 / 0.0 eV

No. 2
Molecular formula: C2H3FO2S
Method: DFT, wB97M-V/def2-TZVPD

```
9
Properties=species:S:1:pos:R:3:forces:R:3:nbo_charge:R:1
S -0.74786 -2.30098 -0.46085 -4.735 -1.591 -0.742 1.00
F 0.69287 -2.99901 -0.00434 2.873 -0.488 0.800 -0.57
O -1.01790 -0.09048 1.31333 -0.416 -0.054 0.878 -0.53
O -0.18781 -0.87250 -0.60359 2.080 2.063 -0.342 -0.73
C 0.33774 1.37899 -0.03638 -3.232 -0.660 -1.072 -0.71
C -0.35946 0.13301 0.36050 -0.113 -0.643 0.146 0.80
H 1.19574 1.46702 0.53662 1.358 0.998 1.332 0.25
H 0.58566 1.16508 -1.02940 0.867 0.267 -1.636 0.24
H -0.49898 2.11888 -0.07589 1.318 0.108 0.636 0.25
```
Positions in Å, forces in eV/Å.

Calculated values
HOMO energy (spin up / spin down): -6.45 / -11.50 eV
orbital gap (spin up / spin down): 0.264 / 0.347 Eh
electronic energy: -726.3941 Ha
multiplicity: 3
lowest unoccupied orbital energy (spin up / spin down): 0.7 / -2.1 eV

No. 3
Molecular formula: C36H54AlCl2F6N5O13P2Si2
Method: DFT, wB97M-V/def2-TZVPD

```
121
Properties=species:S:1:pos:R:3:forces:R:3:lowdin_charge:R:1
Cl 10.28012 -3.06084 5.47925 0.454 0.465 0.234 -0.13
Cl -1.09747 -0.47340 -2.37568 -0.035 -0.238 -0.091 0.30
P -0.00769 -1.52053 -1.02324 0.344 0.674 1.326 0.36
P -0.38807 -5.34239 3.14284 -0.906 0.735 1.299 0.70
Si 0.18165 -3.85361 1.51631 0.287 -1.394 0.058 0.35
Si -0.82636 -3.64135 -1.11313 -0.217 -0.328 -1.896 0.38
Al 3.31782 -4.86735 0.50167 0.128 -0.323 -0.430 1.05
F -2.94789 -1.38275 0.13686 0.025 -0.185 0.575 0.08
F -0.08314 2.17195 2.07049 -1.027 0.089 -0.315 -0.34
F -4.78750 -1.99900 1.11873 0.626 0.005 -0.136 0.13
F -2.51209 2.30993 -2.77082 0.236 -0.640 0.000 -0.47
F 3.43091 -8.43162 7.07443 -0.037 0.008 -0.103 0.08
F -2.91601 -2.21916 2.18627 -0.061 -0.127 -0.594 0.07
O 4.05907 -5.57326 3.73493 -0.026 0.067 -0.494 0.09
O -0.02982 -4.59619 0.02520 0.136 1.257 0.371 -0.45
O 1.47906 -1.71237 -1.73156 -0.291 -0.037 -0.290 -0.45
O -6.80615 8.12639 -2.75528 -0.042 0.050 0.004 0.15
O 4.43532 -5.34512 5.92878 -0.049 -0.147 0.011 0.09
O 8.16789 -4.39975 5.11767 -0.176 -0.406 -0.545 -0.11
O -5.21430 6.55052 -2.51175 -0.203 -0.016 0.149 0.08
O -2.64216 5.49432 4.08902 -0.011 -0.090 0.004 0.11
O 9.11854 -4.71749 3.19446 0.099 -0.180 -0.097 0.04
O 3.76628 -7.31434 5.13555 0.333 0.044 -0.059 0.13
O -1.61311 3.33861 -0.70369 0.408 0.031 0.108 0.12
O -7.35878 5.95118 -2.55494 0.045 -0.068 -0.061 0.05
O 1.06451 -5.99672 3.63534 -0.276 -0.201 -0.815 -0.38
N -1.18322 -6.61115 2.28034 0.612 0.166 -0.358 -0.23
N 1.96100 -2.29046 2.90699 -0.183 -0.328 0.154 0.01
N 2.64885 -3.51753 -5.54721 -0.165 0.000 0.139 -0.20
N 8.18621 -4.41532 3.89475 -0.470 -0.094 0.492 -0.49
N -1.74612 11.97126 0.03078 -0.032 -0.055 0.032 -0.01
C -2.94615 2.72514 3.78223 0.017 0.098 -0.054 0.04
C -2.30581 3.01591 1.48978 0.956 0.267 0.153 -0.05
C -2.91718 11.88239 -0.67366 0.058 -0.009 -0.031 -0.14
C 6.92753 -4.02138 3.21086 -0.155 0.299 0.000 0.03
C 2.39687 -4.00059 -6.89433 0.055 0.072 -0.319 -0.24
C 3.99797 -3.05287 -5.28610 0.148 0.049 -0.107 -0.28
C 2.09401 -4.31544 -4.47330 -0.119 0.009 0.138 -0.26
C -1.31571 7.51846 -0.28506 -0.014 0.044 0.086 -0.04
C 3.27192 -5.14384 -7.42376 -0.101 -0.052 -0.023 -0.08
C -3.27096 13.05136 1.21401 -0.021 -0.018 0.002 -0.11
C -2.04713 5.88514 1.83665 -0.016 -0.198 -0.069 -0.08
C -1.61977 8.07516 0.95246 0.047 0.021 -0.070 -0.05
C -3.10196 1.34396 3.55158 0.038 -0.127 -0.276 0.01
C -1.38343 6.14835 -0.46942 0.031 0.083 -0.131 0.00
C -3.33642 -3.72255 0.37650 -0.378 0.150 -0.591 -0.12
C -2.69802 -3.75369 -1.02386 0.128 -0.148 0.801 -0.26
C -2.46609 1.63233 1.26325 0.388 -0.591 -0.010 0.06
C -3.88209 12.54514 0.03391 -0.016 0.012 0.022 -0.11
C -6.48681 6.98904 -2.61902 0.105 0.010 0.016 -0.57
C -1.95476 12.67841 1.18473 0.060 -0.007 -0.008 -0.15
C -3.47788 -2.32274 0.94623 -0.744 -0.206 0.333 -0.60
C -1.97936 7.26103 2.01211 0.011 0.125 0.008 0.00
C 4.08268 -6.03213 4.83353 -0.128 0.162 0.100 -0.56
C 4.20869 -6.18434 7.07110 0.157 0.109 0.236 -0.03
C -1.86211 3.86267 0.36235 -0.198 0.018 -0.260 -0.27
C 2.76401 -5.65231 -4.14292 -0.008 -0.066 0.161 -0.08
C -2.55971 3.55669 2.75811 -0.185 0.008 0.260 -0.07
C -2.42885 5.02448 2.99225 0.031 0.275 0.074 -0.27
C -6.59565 4.73809 -2.65723 -0.150 0.021 0.121 -0.10
C -2.87097 0.80871 2.29681 -0.147 0.015 0.146 -0.03
C -4.07886 4.38706 -2.70519 -0.433 0.765 0.015 -0.05
C 1.97014 -3.25216 1.83843 0.141 0.750 -0.271 -0.54
C -5.24371 5.15421 -2.12845 0.404 -0.279 -0.332 -0.32
C 4.44910 -1.96103 -6.24445 0.033 -0.004 -0.018 -0.09
C -1.75811 5.32884 0.58491 -0.071 -0.060 0.180 -0.07
C 4.25617 -7.56244 6.45113 -0.280 -0.023 0.141 -0.30
H 1.43009 -1.47433 -2.66840 0.205 -0.209 -0.142 0.03
H -1.57454 9.14806 1.08906 -0.045 0.008 0.008 0.10
H 5.41072 -1.56093 -5.92215 0.014 -0.015 -0.002 0.07
H 2.75054 -1.66441 2.88202 -0.003 0.123 0.092 0.09
H -0.86913 11.57799 -0.25451 0.022 0.024 -0.022 0.14
H 4.97057 -6.02641 7.82826 0.135 0.144 -0.169 0.15
H 5.25358 -7.99838 6.38660 -0.032 -0.087 0.015 0.18
H 0.95606 -6.95122 3.71041 0.321 -0.116 0.214 0.04
H 3.73106 -1.14081 -6.26467 -0.039 -0.023 -0.012 0.08
H 1.03429 -4.49040 -4.67798 0.013 0.007 -0.114 0.11
H 3.13886 -5.23171 -8.50329 0.002 0.017 -0.006 0.07
H 2.49734 -3.15506 -7.57891 0.054 0.035 0.056 0.10
H 3.22842 -5.96418 7.49416 -0.067 -0.125 -0.064 0.15
H -4.20012 3.31592 -2.57414 0.074 0.020 0.050 0.06
H -3.11275 -2.94617 -1.61972 0.031 0.184 -0.180 0.08
H -5.22105 5.11033 -1.03443 -0.110 0.090 0.010 0.15
H -0.45000 -4.13815 -2.45932 0.075 -0.212 0.107 0.00
H -1.15255 12.85395 1.88055 -0.001 0.021 0.007 0.10
H -2.99060 -0.24327 2.09854 0.013 0.429 0.323 0.07
H -2.18495 -6.53371 2.36951 -0.083 -0.180 0.259 0.02
H -7.05834 3.94991 -2.06859 -0.122 0.101 0.042 0.13
H -3.40870 0.69891 4.36469 -0.005 0.018 0.020 0.12
H 4.73576 -3.87126 -5.30694 0.032 0.037 0.025 0.10
H -3.96993 4.60395 -3.76849 -0.118 -0.095 -0.041 0.10
H 4.57578 -2.33512 -7.26063 -0.007 0.010 -0.006 0.07
H 2.36281 -2.79190 0.89679 0.063 -0.219 -0.178 0.03
H -6.56209 4.43316 -3.70546 0.111 0.014 -0.007 0.14
H 2.99967 -6.10586 -6.99161 0.070 -0.003 0.057 0.05
H -3.74525 13.62183 1.99454 -0.005 0.002 0.007 0.09
H -1.15098 5.71190 -1.43122 -0.021 -0.109 0.027 0.13
H -3.04475 -4.66640 -1.49704 0.228 -0.274 -0.165 0.08
H 1.10021 -1.76363 2.95178 0.043 0.229 -0.024 0.07
H -2.96275 11.35760 -1.61231 -0.027 -0.002 -0.007 0.11
H 2.66433 -4.07568 2.14460 -0.354 0.081 0.563 -0.08
H 6.18167 -3.77659 3.95747 0.052 -0.028 0.069 0.08
H 2.57000 -6.42380 -4.88573 0.019 0.039 -0.053 0.06
H 2.10938 -3.70152 -3.56487 0.078 0.036 -0.028 0.08
H -2.21414 7.69041 2.97590 -0.008 -0.086 0.051 0.12
H 3.84455 -5.54534 -4.03400 0.007 -0.011 -0.011 0.07
H 4.33310 -4.97070 -7.24048 -0.001 0.020 0.013 0.07
H 4.02176 -2.64083 -4.27236 -0.089 -0.092 0.050 0.11
H 2.36754 -6.02019 -3.19109 0.009 -0.032 -0.009 0.06
H -2.86445 -4.38362 1.09553 0.302 0.051 0.130 0.09
H 6.60740 -4.86639 2.60868 0.078 -0.005 -0.064 0.08
H -4.91212 12.65425 -0.25976 -0.010 -0.012 -0.002 0.09
H -2.27383 1.23503 0.27483 0.054 0.180 -0.080 0.12
H 1.34590 -4.28890 -6.96764 -0.015 -0.023 0.151 0.12
H 7.15455 -3.15693 2.59140 0.057 -0.061 -0.071 0.10
H -3.15364 4.68096 -2.22364 0.086 -0.132 0.059 0.05
H -0.87993 -7.53921 2.53883 -0.083 -0.140 -0.155 0.03
H -0.67869 -2.67293 1.65499 0.075 0.038 0.004 0.00
H -1.02907 8.15680 -1.11030 -0.017 0.000 -0.016 0.11
H -3.13080 3.13890 4.76384 0.006 0.082 -0.015 0.13
H -4.34978 -4.09146 0.26713 -0.236 -0.055 0.144 0.13
```
Positions in Å, forces in eV/Å.

Calculated values
HOMO energy: -6.81 eV
orbital gap: 0.038 Eh
electronic energy: -5679.4245 Ha
multiplicity: 1
lowest unoccupied orbital energy: -5.8 eV

No. 4
Molecular formula: C12H12IN2O6Tc
Method: DFT, wB97M-V/def2-TZVPD

```
34
Properties=species:S:1:pos:R:3:forces:R:3:nbo_charge:R:1
I -3.97154 -0.25743 -3.46875 -0.149 0.038 -0.268 -0.21
Tc -2.10836 -1.17495 -1.96690 0.244 0.216 0.574 1.23
O -0.31136 0.21731 2.55054 0.024 0.082 0.007 -0.50
O -0.43064 -2.30332 -2.16692 -0.112 -0.083 0.264 -0.42
O -2.78923 0.95197 -0.29901 -0.170 -0.010 -0.049 -0.51
O 3.33349 2.49726 -1.87167 0.134 0.014 0.141 -0.45
O 3.75453 2.25657 0.38922 0.000 0.025 -0.141 -0.47
O -1.40351 -2.00931 1.19785 -0.297 0.203 0.101 -0.46
N -2.49882 -0.39389 -0.27329 -0.120 -0.231 0.174 -0.20
N -0.84703 -2.17601 -0.89986 0.150 -0.180 -0.527 -0.23
C 1.59882 1.24375 0.93738 -0.162 -0.147 0.113 -0.22
C -1.86814 -0.63609 1.05262 0.163 -0.130 -0.194 0.30
C -0.56653 0.21409 1.37379 -0.048 0.028 -0.002 0.54
C 1.08991 1.54368 -1.83518 -0.199 -0.066 -0.010 -0.27
C 0.13692 0.98832 -0.97824 0.139 -0.025 -0.128 -0.15
C -2.94267 -0.45949 2.12227 0.011 0.018 0.027 -0.63
C 2.27287 1.93374 -1.26567 0.076 0.088 -0.249 0.29
C 4.30760 2.75200 -0.83717 -0.227 -0.106 0.009 0.23
C 0.36711 0.81574 0.38376 0.022 -0.059 0.087 -0.21
C -0.58382 -2.53879 0.28306 0.183 0.028 -0.216 0.62
C 2.51463 1.78708 0.09231 0.229 0.079 0.161 0.30
C 0.45998 -3.47934 0.72593 0.034 -0.039 0.073 -0.69
H -2.61894 0.26072 2.86561 -0.006 0.009 0.016 0.26
H -0.82022 0.75490 -1.41910 -0.044 0.143 -0.005 0.17
H 4.47125 3.82374 -0.76013 0.007 0.070 0.013 0.18
H -3.87904 -0.13310 1.67967 0.001 0.005 -0.003 0.23
H 5.22251 2.21412 -1.06905 0.056 -0.035 -0.017 0.18
H -3.60780 1.03045 -0.82441 0.048 0.068 0.020 0.51
H 1.16503 -2.94531 1.36513 0.002 -0.019 0.007 0.27
H 0.97612 -3.91580 -0.12468 -0.013 0.008 -0.002 0.26
H 0.89728 1.68220 -2.88986 0.005 -0.003 0.026 0.25
H 1.79082 1.13336 1.99494 -0.016 0.002 -0.019 0.26
H -0.01097 -4.26082 1.32384 0.034 -0.004 0.011 0.27
H -3.10026 -1.41734 2.61197 0.001 0.012 0.006 0.25
```
Positions in Å, forces in eV/Å.

Calculated values
HOMO energy (spin up / spin down): -11.49 / -11.49 eV
total charge: +1
orbital gap (spin up / spin down): 0.207 / 0.209 Eh
electronic energy: -1403.4925 Ha
multiplicity: 4
lowest unoccupied orbital energy (spin up / spin down): -5.8 / -5.8 eV

Which of these has the lowest electronic energy? C36H54AlCl2F6N5O13P2Si2